# 1
The following is a DFT calculation (ωB97M-V with the def2-TZVPD basis set) of the ion C12H16BrN2 with charge +1.

Each line ends with the natural charge from an NBO analysis.
CARTESIAN COORDINATES (ANGSTROEM)
C  -3.874  -1.327  -0.137  -0.156
C  -3.585  -1.224  1.182  -0.209
C  -2.953  -1.006  -1.165  -0.193
C  -2.335  -0.657  1.530  -0.136
C  -1.770  -0.382  -0.831  0.007
C  -1.400  -0.240  0.533  -0.128
C  -0.752  -0.008  -1.889  -0.448
C  -0.170  1.339  -1.427  -0.215
C  1.779  1.658  0.091  -0.222
C  2.659  0.500  -0.322  -0.252
C  -0.071  0.434  0.879  0.190
C  1.411  -1.258  1.029  -0.354
N  0.413  1.235  -0.061  -0.431
N  2.690  -0.549  0.729  -0.560
Br  0.841  -2.684  -0.174  0.051
H  -4.733  -1.837  -0.446  0.220
H  -4.334  -1.379  1.889  0.229
H  -3.343  -1.114  -2.236  0.234
H  -2.175  -0.576  2.559  0.215
H  0.054  -0.672  -2.026  0.224
H  -1.337  0.198  -2.827  0.239
H  0.571  1.789  -2.128  0.221
H  -1.122  2.034  -1.348  0.228
H  1.859  1.967  1.141  0.220
H  1.991  2.494  -0.661  0.247
H  2.286  0.157  -1.266  0.237
H  3.654  0.821  -0.607  0.241
H  0.097  0.635  1.950  0.225
H  1.664  -1.789  2.042  0.214
H  3.558  -1.181  0.700  0.429
H  2.961  -0.022  1.617  0.433

The charge is +1. As for the energy above the lowest of the compared OMol25 structures with the same formula, charge and spin: 24.7 kcal per mole.

# 2
The following is a DFT calculation (ωB97M-V with the def2-TZVPD basis set) of the ion C12H16BrN4O4 with charge +1.

Each line ends with the natural charge from an NBO analysis.
CARTESIAN COORDINATES (ANGSTROEM)
C  0.379  1.872  3.081  -0.444
N  -0.774  1.130  2.443  -0.592
C  -1.352  0.055  3.336  -0.433
C  -1.828  2.053  1.872  0.667
O  -2.463  2.930  2.689  -0.482
C  -2.248  2.053  0.253  -0.339
N  -1.017  1.547  -0.484  -0.470
C  -0.787  1.949  -1.927  0.048
O  0.187  0.966  -2.508  -0.489
C  0.596  0.054  -1.404  0.447
O  1.779  0.553  -0.628  -0.382
N  1.753  -0.254  0.481  0.345
O  2.926  -0.527  0.794  -0.213
C  1.119  -1.468  -1.796  -0.085
C  0.400  -2.865  -1.226  -0.268
C  1.082  -4.285  -1.678  0.041
N  2.297  -4.498  -2.536  -0.389
C  2.917  -3.234  -3.062  0.041
C  2.457  -1.688  -2.776  -0.232
C  -0.868  0.016  -0.609  -0.128
Br  -2.306  -0.591  -1.892  0.134
H  0.370  3.033  2.931  0.236
H  1.365  1.483  2.533  0.204
H  0.524  1.543  4.219  0.241
H  -0.490  -0.679  3.714  0.245
H  -2.022  0.448  4.213  0.234
H  -2.031  -0.629  2.631  0.198
H  -3.180  1.327  0.166  0.295
H  -2.550  3.154  -0.064  0.296
H  -0.248  2.069  0.011  0.475
H  -1.713  2.236  -2.605  0.274
H  -0.247  3.009  -1.834  0.220
H  -0.543  -2.789  -0.529  0.236
H  0.557  -5.269  -1.252  0.244
H  3.893  -3.367  -3.737  0.247
H  3.012  -0.757  -3.215  0.262
H  -0.944  -0.581  0.395  0.315

The charge is +1. The SMILES is CN(C)C(=O)C[N@@H+]1CO[C@](ON=O)(c2ccncc2)[C@@H]1Br.

# 3
The following is a DFT calculation (ωB97M-V with the def2-TZVPD basis set) of a cluster of 5 separate species, C12H16BrO12 in total.

Each line ends with the natural charge from an NBO analysis.
CARTESIAN COORDINATES (ANGSTROEM)
Br  0.591  -0.005  -0.365  -0.949
C  -1.906  -2.335  -1.815  -0.094
C  -2.836  -1.370  -1.010  -0.108
O  -3.178  -2.095  0.145  -0.496
C  -2.908  -3.393  -0.042  0.979
O  -3.389  -4.289  0.584  -0.598
O  -2.008  -3.526  -1.027  -0.493
H  -0.906  -1.936  -1.960  0.234
H  -2.381  -2.539  -2.773  0.176
H  -3.632  -1.076  -1.699  0.167
H  -2.327  -0.454  -0.711  0.221
C  2.761  -1.547  -3.090  -0.113
C  2.984  -3.084  -3.130  -0.101
O  1.839  -3.564  -3.825  -0.487
C  1.156  -2.536  -4.323  0.973
O  0.070  -2.599  -4.810  -0.597
O  1.833  -1.399  -4.173  -0.490
H  3.624  -0.930  -3.318  0.188
H  2.345  -1.278  -2.121  0.241
H  2.954  -3.495  -2.124  0.201
H  3.941  -3.298  -3.604  0.175
C  -1.606  0.551  2.360  -0.115
C  -2.168  1.781  3.100  -0.100
O  -1.214  2.082  4.091  -0.490
C  -0.254  1.138  4.127  0.972
O  0.659  1.130  4.890  -0.594
O  -0.485  0.202  3.199  -0.482
H  -1.258  0.838  1.369  0.230
H  -2.230  -0.336  2.364  0.204
H  -3.135  1.578  3.575  0.169
H  -2.412  2.637  2.470  0.190
C  2.159  2.787  1.026  -0.099
C  0.909  3.566  0.621  -0.115
O  0.502  4.138  1.862  -0.515
C  1.630  4.316  2.627  0.973
O  1.697  4.991  3.588  -0.585
O  2.627  3.575  2.131  -0.501
H  2.908  2.819  0.239  0.197
H  1.925  1.795  1.404  0.232
H  0.151  2.840  0.318  0.225
H  0.969  4.319  -0.168  0.175

The charge is -1. As for the energy above the lowest of the compared OMol25 structures with the same formula, charge and spin: 12.9 kcal per mole.

# 4
The following is a DFT calculation (ωB97M-V with the def2-TZVPD basis set) of a structure of composition C12H16Cl2MnN11SSi.

Each line ends with the Mulliken spin population.
CARTESIAN COORDINATES (ANGSTROEM)
Mn  -3.976  -6.029  -12.870  3.973
N  -6.509  -3.691  -13.241  0.004
C  -5.597  -3.532  -12.234  0.030
N  -5.475  -2.451  -11.441  -0.003
N  -4.463  -2.821  -10.605  0.015
N  -4.070  -4.035  -10.806  0.005
N  -4.757  -4.564  -11.870  -0.093
C  -6.249  -4.622  -14.236  0.008
N  -7.137  -5.022  -15.142  0.000
N  -6.439  -5.913  -15.901  0.004
N  -5.219  -6.071  -15.499  0.016
N  -5.034  -5.238  -14.376  -0.071
H  -7.326  -3.070  -13.365  0.001
C  -5.219  -10.630  -17.536  0.000
Si  -5.385  -10.261  -15.735  -0.008
C  -5.266  -11.762  -14.645  0.000
C  -6.987  -9.406  -15.431  0.007
C  -3.876  -9.226  -15.236  -0.011
C  -2.710  -9.195  -15.983  0.013
C  -1.671  -8.309  -15.774  -0.001
C  -1.870  -7.290  -14.846  0.006
N  -2.990  -7.241  -14.098  -0.050
C  -3.895  -8.289  -14.139  0.020
S  -5.162  -8.209  -12.921  0.178
H  -6.197  -10.839  -17.959  0.000
H  -4.588  -11.520  -17.679  0.000
H  -4.788  -9.816  -18.144  0.000
H  -6.178  -12.349  -14.713  -0.001
H  -5.031  -11.417  -13.635  0.000
H  -4.406  -12.329  -15.015  0.000
H  -7.793  -9.845  -16.013  0.000
H  -6.927  -8.334  -15.670  0.000
H  -7.171  -9.471  -14.319  -0.004
H  -2.589  -9.915  -16.800  0.001
H  -0.722  -8.395  -16.284  0.000
H  -1.139  -6.477  -14.676  -0.004
N  -2.178  -6.790  -10.459  0.058
C  -2.931  -6.543  -11.308  -0.109
H  -1.533  -7.226  -9.820  -0.003
Cl  0.502  -4.004  -11.967  0.000
C  -0.686  -2.950  -12.790  0.001
Cl  -1.837  -3.831  -13.888  0.018
H  -0.088  -2.288  -13.467  0.001
H  -1.295  -2.448  -12.049  0.000

As for the energy above the lowest of the compared OMol25 structures with the same formula, charge and spin: 0.0 kcal per mole. The spin multiplicity is 5.

# 5
The following is a DFT calculation (ωB97M-V with the def2-TZVPD basis set) of a structure of composition C12H16Cl2O20Pd.

Each line ends with the Mulliken spin population.
CARTESIAN COORDINATES (ANGSTROEM)
Pd  -4.217  -16.987  -21.878  1.730
Cl  -5.295  -19.691  -23.283  0.001
O  -6.188  -18.647  -22.821  0.007
O  -5.593  -20.923  -22.633  0.003
O  -5.354  -19.906  -24.694  0.005
O  -3.965  -19.186  -22.953  0.071
Cl  -3.712  -15.455  -24.519  -0.003
O  -4.954  -15.549  -23.798  0.017
O  -3.926  -15.967  -25.846  0.004
O  -3.205  -14.123  -24.570  0.003
O  -2.769  -16.324  -23.836  0.053
C  -5.122  -20.968  -18.165  0.001
C  -6.586  -20.494  -18.464  0.000
O  -6.420  -19.397  -19.325  -0.001
C  -5.136  -19.221  -19.614  0.002
O  -4.697  -18.299  -20.224  0.038
O  -4.372  -20.183  -19.068  0.001
H  -5.037  -22.014  -18.458  0.000
H  -4.823  -20.869  -17.123  0.000
H  -7.019  -20.258  -17.494  0.000
H  -7.125  -21.299  -18.957  0.000
C  1.245  -17.129  -20.181  0.000
C  0.994  -18.660  -20.156  0.000
O  -0.415  -18.753  -20.122  0.000
C  -0.922  -17.641  -20.692  0.009
O  -2.051  -17.449  -20.984  0.017
O  0.036  -16.688  -20.788  0.000
H  2.100  -16.821  -20.774  0.000
H  1.341  -16.788  -19.148  0.000
H  1.369  -19.004  -19.195  0.000
H  1.480  -19.099  -21.024  0.000
C  -2.140  -12.670  -19.013  0.000
C  -0.960  -13.121  -19.883  0.000
O  -1.513  -14.154  -20.670  0.000
C  -2.834  -14.240  -20.526  0.005
O  -3.539  -14.988  -21.110  0.018
O  -3.229  -13.399  -19.549  0.001
H  -2.324  -11.598  -19.024  0.000
H  -1.988  -12.955  -17.971  0.000
H  -0.126  -13.491  -19.289  0.000
H  -0.580  -12.380  -20.587  0.000
C  -9.217  -14.369  -21.774  0.000
C  -9.647  -15.601  -20.967  0.000
O  -8.451  -16.352  -21.035  0.001
C  -7.410  -15.534  -21.215  0.000
O  -6.255  -15.795  -21.095  0.013
O  -7.836  -14.286  -21.542  0.001
H  -9.904  -13.606  -21.387  0.000
H  -9.549  -14.434  -22.810  0.000
H  -10.441  -16.030  -21.577  0.000
H  -9.982  -15.351  -19.962  0.000

As for the energy above the lowest of the compared OMol25 structures with the same formula, charge and spin: 37.4 kcal per mole. The spin multiplicity is 3.

# 6
The following is a DFT calculation (ωB97M-V with the def2-TZVPD basis set) of a structure of composition C12H16ClMnNO2S3.

Each line ends with the Mulliken spin population.
CARTESIAN COORDINATES (ANGSTROEM)
Mn  0.069  -0.024  0.030  4.781
O  3.675  1.794  0.446  0.011
C  2.526  1.447  0.248  0.002
O  2.035  0.275  0.368  0.063
C  1.520  2.531  -0.173  0.002
C  1.912  3.861  -0.258  0.005
C  0.985  4.804  -0.651  0.003
C  -0.307  4.397  -0.964  -0.001
C  -0.621  3.055  -0.861  -0.007
N  0.271  2.142  -0.465  0.024
H  2.936  4.102  -0.015  0.000
H  1.259  5.848  -0.720  0.000
H  -1.058  5.100  -1.286  0.000
H  -1.611  2.687  -1.103  -0.005
C  -3.629  -2.075  1.232  0.002
C  -3.925  -0.674  0.705  0.007
S  -2.577  0.534  0.562  0.020
C  -2.448  1.396  2.141  0.002
C  -1.698  0.692  3.276  0.000
S  -0.194  -0.191  2.788  0.039
C  -0.693  -1.916  2.461  -0.011
C  -1.730  -2.575  3.353  0.006
S  -3.480  -2.172  3.035  0.000
H  -2.759  -2.497  0.732  0.000
H  -4.471  -2.713  0.957  0.000
H  -4.721  -0.205  1.287  0.002
H  -4.297  -0.761  -0.318  -0.001
H  -3.437  1.712  2.479  0.001
H  -1.906  2.306  1.868  -0.003
H  -2.352  0.004  3.797  0.000
H  -1.369  1.438  4.003  0.001
H  0.252  -2.454  2.569  0.000
H  -0.983  -2.041  1.414  -0.012
H  -1.570  -2.326  4.405  -0.001
H  -1.602  -3.655  3.259  0.000
Cl  -0.705  -1.777  -1.184  0.074

As for the energy above the lowest of the compared OMol25 structures with the same formula, charge and spin: 0.0 kcal per mole. The spin multiplicity is 6.

no.,total energy (eV),maximum force (eV Å⁻¹),molecular weight (Da)
1,-85717.0260,3.11,268.18
2,-96873.4524,8.90,360.19
3,-107319.3350,2.20,432.15
4,-104171.1747,3.20,500.33
5,-82159.8225,2.88,657.57
6,-94640.6242,0.40,392.86